No. 1
70
Properties=species:S:1:pos:R:3:forces:R:3:mulliken_spin:R:1 method="wB97M-V/def2-TZVPD" multiplicity=2 s_squared=0.771 e_tot_ha=-4935.0082 e_homo_ev="-11.6460 / -11.6460" gap_ev="8.53 / 5.18" e_lumo_ev="-3.1 / -6.5" total_charge=+1
Al -0.0036 -0.9297 0.4278 0.721 -0.405 -0.383 0.00
B -0.3780 -2.1796 3.4122 0.279 1.150 0.417 0.00
N 0.9473 -1.3274 3.2470 0.220 -0.095 0.821 0.00
C 1.8612 -0.8905 4.1451 -0.915 -0.297 0.068 0.00
C 2.7735 -0.0533 3.5084 -0.998 -0.339 -0.839 0.00
C 2.3300 -0.0388 2.1694 -0.237 -0.009 -0.096 0.00
N 1.2237 -0.7965 2.0640 0.015 0.315 -1.283 0.00
N -0.5174 -3.1555 2.2677 0.660 -1.385 -0.728 0.00
C -0.8545 -4.4412 2.2857 -0.352 -0.412 -0.879 0.00
C -1.0984 -4.8919 0.9609 0.379 1.433 0.965 0.00
C -0.8701 -3.7692 0.1965 1.079 1.046 0.256 0.00
N -0.4384 -2.7589 0.9951 -1.036 0.955 -0.805 0.00
H -0.3469 -2.7719 4.4138 0.042 -0.357 0.767 0.00
H -1.3132 -1.4233 3.3362 -0.081 0.251 0.006 0.00
H 1.7116 -1.1546 5.1945 0.349 0.053 -0.498 0.00
H 3.5402 0.5132 3.9832 0.459 0.078 0.010 0.00
H 2.6597 0.4252 1.2264 0.075 -0.197 0.947 0.00
H -0.9170 -4.9682 3.2123 -0.086 -0.143 0.311 0.00
H -1.3670 -5.8409 0.5976 -0.304 -0.931 -0.053 0.00
H -0.8598 -3.5011 -0.8499 -0.250 -0.681 -0.084 0.00
F -0.2899 0.9257 0.8323 0.089 -0.760 -0.161 0.00
As -0.8687 2.5496 0.0815 -1.539 0.790 1.682 0.00
F -1.7290 2.7577 1.6047 0.514 -0.185 -1.000 0.00
F 0.4530 3.3317 0.7752 1.115 0.181 0.472 0.00
F -1.4484 3.9505 -0.6526 -0.032 0.732 -0.149 0.00
F 0.1025 2.1268 -1.2501 0.471 -0.529 -0.780 0.00
F -2.2112 1.7092 -0.5179 -0.515 -0.840 -0.411 0.00
C -4.1169 0.3729 1.6923 1.118 -0.734 0.652 0.00
C -3.1986 -0.7065 1.0761 -1.334 0.400 -0.593 0.00
N -3.5137 -0.8863 -0.3458 1.553 0.319 -0.101 0.00
C -4.8901 -1.1954 -0.6370 -0.728 -0.050 1.449 0.00
C -5.0608 -2.7127 -0.7478 0.197 0.489 0.680 0.00
C -2.5904 -0.8957 -1.3102 1.539 0.010 0.215 0.00
C -3.0447 -0.6899 -2.7240 -0.502 -0.240 0.551 0.00
N -1.2591 -1.0343 -1.1155 -1.193 0.790 0.901 0.00
H -3.5803 0.7344 2.5690 -0.140 0.287 -0.002 0.00
H -5.0576 0.0004 2.0392 -0.546 -0.400 0.178 0.00
H -4.2994 1.1763 1.0139 0.116 0.609 -0.457 0.00
H -3.3234 -1.6653 1.5551 0.276 -0.245 0.508 0.00
H -2.2041 -0.3297 1.1637 0.647 -0.009 0.104 0.00
H -5.2219 -0.5581 -1.4394 -0.327 -0.306 -0.629 0.00
H -5.4916 -0.8694 0.2498 0.518 -0.176 -0.899 0.00
H -4.3832 -3.1351 -1.4736 0.188 -0.182 -0.310 0.00
H -6.0738 -2.8946 -1.0555 -0.484 -0.514 0.048 0.00
H -4.8310 -3.1768 0.2498 -0.398 0.342 -0.960 0.00
H -3.5716 0.2515 -2.7967 -0.100 0.330 0.022 0.00
H -3.7378 -1.4594 -3.0192 -0.253 -0.357 -0.229 0.00
H -2.2201 -0.6807 -3.3988 0.599 -0.039 -0.419 0.00
H -0.7367 -0.9366 -1.9920 -0.341 -0.069 0.264 0.00
C 4.7465 2.1380 -3.5979 -0.220 1.093 0.639 0.00
C 4.5057 2.8740 -2.2889 0.250 0.024 0.734 0.13
C 5.0673 4.1186 -2.0429 -0.462 -0.913 -0.305 -0.01
C 5.0264 4.7252 -0.7736 -0.737 -0.665 0.042 0.27
Cl 5.8579 6.1380 -0.6258 0.626 1.382 0.379 0.11
C 4.3239 4.1826 0.3364 0.113 -1.072 -1.351 -0.03
C 3.7846 2.9376 0.1415 0.192 0.749 -0.377 0.10
C 3.8136 2.2632 -1.1564 0.734 2.043 0.200 0.22
O 3.1182 1.1989 -1.1995 -0.082 -0.695 1.436 0.20
C 2.6941 0.4728 -2.3358 1.049 -1.004 0.306 0.00
C 1.6049 -0.5130 -1.9352 -0.296 -0.173 -0.902 0.00
O 0.9900 -0.8957 -2.9283 0.042 -0.172 1.349 0.00
O 1.4739 -0.8341 -0.6770 -0.374 0.448 -0.803 0.00
H 5.1317 2.9059 -4.2631 0.354 -0.369 -0.302 0.00
H 3.8194 1.7751 -4.0218 0.185 -0.109 -0.198 0.00
H 5.4585 1.3213 -3.4273 -0.128 0.196 -0.276 0.01
H 5.5613 4.6992 -2.8198 0.012 -0.431 0.003 0.00
H 4.2137 4.7426 1.2467 0.091 -0.033 0.243 0.00
H 3.2419 2.5082 0.9569 -0.357 -0.484 0.095 0.00
H 3.5670 -0.0480 -2.7901 -0.726 0.105 0.360 0.01
H 2.3152 1.1832 -3.0184 -0.796 0.404 -0.818 0.00

No. 2
60
Properties=species:S:1:pos:R:3:forces:R:3:lowdin_charge:R:1 method="wB97M-V/def2-TZVPD" multiplicity=1 e_tot_ha=-3993.8077 e_homo_ev=-3.8256 de_lowest_ev=0.000 gap_ev=5.53 e_lumo_ev=1.7 total_charge=-1
Ba 0.8201 0.9017 0.5678 -0.130 -0.217 -0.541 1.69
C 4.8260 0.0204 -1.3994 -0.832 -0.913 -0.502 -0.05
O 4.3500 -0.4339 -2.7084 1.198 -0.594 1.632 -0.10
C 3.2899 0.1271 -3.3193 -1.869 1.268 0.942 -0.25
C 3.2552 0.0015 -4.6674 0.597 -0.169 -0.515 -0.05
C 2.2583 0.5345 -5.4638 0.227 0.039 -1.166 -0.14
C 1.1945 1.1427 -4.8873 -1.075 0.582 0.300 -0.10
C 1.0608 1.2537 -3.4979 3.021 -1.954 0.153 -0.16
C -0.1331 1.7918 -3.0139 -0.518 2.376 2.566 -0.13
N -0.3613 2.0248 -1.7459 0.935 -2.085 -0.400 -0.14
N -1.3778 2.8337 -1.4646 -1.989 1.942 1.986 0.00
C -1.7603 2.9007 -0.1592 0.769 0.415 -2.366 -0.52
O -1.4994 2.0759 0.7660 0.811 -0.363 0.260 -0.31
C -2.5586 4.1243 0.2099 -2.641 -1.064 0.294 -0.10
C -3.0315 5.0391 -0.7827 1.389 -0.666 1.238 -0.04
C -3.8622 6.0678 -0.3661 -0.294 -0.488 1.947 -0.10
C -4.3958 5.9856 0.9504 -0.974 0.438 0.186 -0.11
C -4.1060 4.9929 1.9217 0.205 1.144 -2.646 -0.09
C -3.1933 4.0558 1.5177 1.182 1.160 -1.938 -0.04
C 2.1939 0.8149 -2.6431 -0.586 0.032 -2.387 -0.30
O 2.2382 1.0646 -1.4020 -0.047 -0.047 1.589 -0.42
H 4.0815 -0.1957 -0.5978 0.661 -0.010 -0.671 0.06
H 4.9408 1.0908 -1.4816 0.422 0.355 0.305 0.08
H 5.7778 -0.5356 -1.2083 -0.790 0.621 -0.312 0.09
H 4.1128 -0.4903 -5.0826 0.278 -0.216 -0.436 0.11
H 2.3654 0.5329 -6.5462 -0.043 -0.187 0.154 0.09
H 0.3949 1.6180 -5.4627 0.251 -0.335 -0.143 0.10
H -0.7333 2.3720 -3.6996 -0.562 -0.206 -0.435 0.11
H -2.6473 4.8893 -1.7952 -0.093 0.321 0.372 0.10
H -4.0720 6.9668 -0.9327 -0.290 -0.364 -0.357 0.09
H -5.2160 6.6715 1.2001 0.568 0.161 -0.050 0.09
H -4.5818 4.9473 2.8774 -0.292 0.110 0.330 0.09
H -2.9404 3.3159 2.2113 0.678 -1.287 0.513 0.08
C 3.2132 -4.1576 3.2562 0.581 -0.027 0.937 -0.27
Si 1.5716 -3.3215 2.8778 -0.903 -1.218 -0.938 0.06
C 0.4029 -4.8138 2.9714 -1.001 -0.936 0.574 -0.30
C 1.1067 -2.2060 4.2966 -0.314 -0.251 2.255 -0.26
As 1.3970 -2.5781 0.6389 0.005 0.871 0.099 0.48
Si -0.9583 -2.2166 0.3978 0.911 -1.062 2.245 0.10
C -1.7799 -3.9305 0.2131 0.186 1.234 -1.799 -0.25
C -1.7230 -1.3795 1.9871 0.498 0.359 -0.678 -0.25
C -1.5065 -1.0490 -0.9386 -0.255 1.063 -0.338 -0.27
H 3.1851 -4.9436 4.0988 -0.164 1.137 -1.356 0.05
H 3.9233 -3.3730 3.5677 0.067 -0.348 -0.114 0.01
H 3.5746 -4.5889 2.3185 0.115 -0.190 0.234 0.01
H 0.3502 -5.3163 3.9957 0.096 0.719 -1.037 0.03
H 0.7024 -5.6273 2.2593 -0.200 0.802 0.416 0.03
H -0.6405 -4.4959 2.6998 0.849 -0.391 0.305 0.00
H 0.2420 -2.6819 4.8955 1.288 0.660 -0.809 0.05
H 0.7634 -1.2250 4.0031 -0.115 0.319 -0.181 -0.02
H 1.9658 -2.0458 5.0254 -0.945 -0.245 -0.802 0.03
H -1.3802 -4.7665 0.7332 0.393 -0.340 0.747 -0.02
H -1.6689 -4.1897 -0.8708 -0.394 0.205 0.665 0.04
H -2.8104 -3.7416 0.4641 -0.730 -0.405 -0.063 0.01
H -1.3635 -0.3380 2.1215 -0.139 -0.331 -0.201 -0.03
H -1.4733 -1.8760 2.9248 -0.324 -0.266 -0.056 0.00
H -2.7998 -1.2700 1.8059 0.020 -0.178 0.373 0.03
H -0.6700 -0.6548 -1.5612 -0.702 -0.286 0.166 0.01
H -2.0688 -0.1772 -0.4931 0.734 -0.679 -0.370 0.04
H -2.2451 -1.5380 -1.5829 0.273 -0.014 -0.177 0.03